(1)
This record from the OMol25 dataset describes a structure of composition C21H21N6O5S3Ta. The level of theory is ωB97M-V/def2-TZVPD.

LUMO = -0.26822 Eh
HOMO level = -14.2 eV
Max |F| = 0.98 eV/Å
Gap between HOMO and LUMO = 6.877 eV

```
! RIJCOSX wB97M-V def2-TZVPD def2/J DEFGRID3
* xyz 2 1
Ta -0.20 -0.03 0.43
O -1.50 0.50 2.18
C -1.38 1.30 3.14
C -0.26 2.13 3.37
C -0.25 3.02 4.46
C 0.88 3.76 4.69
C 2.02 3.64 3.89
C 2.02 2.77 2.83
C 0.87 2.02 2.54
O 0.90 1.17 1.52
N 0.89 4.71 5.83
O -0.16 4.89 6.40
O 1.95 5.24 6.07
H -2.23 1.35 3.83
H -1.11 3.13 5.11
H 2.89 4.23 4.14
H 2.90 2.64 2.21
S 0.43 -1.39 -1.43
C -1.13 -2.00 -2.01
C -1.28 -2.47 -3.31
C -2.50 -2.99 -3.73
C -2.63 -3.47 -5.07
N -2.71 -3.86 -6.15
C -3.58 -3.05 -2.83
C -3.42 -2.59 -1.53
C -2.20 -2.07 -1.12
S -2.06 -1.46 0.53
C -4.85 -3.57 -3.25
N -5.87 -3.97 -3.58
H -0.45 -2.43 -4.00
H -4.26 -2.63 -0.85
C 0.23 3.18 -2.42
N -1.07 3.38 -1.76
C -1.83 4.59 -2.08
C -1.54 2.48 -0.96
O -0.92 1.38 -0.73
H 0.52 4.11 -2.89
H 0.14 2.40 -3.18
H 0.98 2.89 -1.69
H -1.22 5.46 -1.86
H -2.74 4.62 -1.50
H -2.07 4.58 -3.14
H -2.52 2.65 -0.51
C 2.08 -4.85 0.70
N 2.06 -3.40 0.94
C 2.57 -2.42 0.22
S 2.24 -0.76 0.75
N 3.34 -2.56 -0.84
C 4.02 -3.75 -1.36
H 1.51 -5.31 1.50
H 3.09 -5.25 0.73
H 1.60 -5.09 -0.24
H 1.56 -3.09 1.76
H 3.62 -1.68 -1.24
H 3.32 -4.52 -1.64
H 4.74 -4.14 -0.64
H 4.57 -3.44 -2.25
*
```


(2)
This record from the OMol25 dataset describes the ion C3H6IN2 with charge +1 at a distorted geometry. The level of theory is ωB97M-V/def2-TZVPD.

LUMO = -0.16337 Eh
HOMO level = -13.6 eV
Max |F| = 5.84 eV/Å
Gap between HOMO and LUMO = 9.149 eV

```
! RIJCOSX wB97M-V def2-TZVPD def2/J DEFGRID3
* xyz 1 1
C 0.55 0.86 0.94
C -0.37 -1.04 0.11
C -0.45 0.11 -0.95
N 0.11 -0.32 1.30
N 0.16 1.22 -0.28
I 1.03 -0.25 -2.58
H 1.03 1.43 1.65
H -1.43 -1.43 0.35
H 0.27 -1.77 -0.12
H -1.44 0.15 -1.56
H 0.33 -0.96 2.05
H 0.21 2.00 -0.91
*
```


(3)
This record from the OMol25 dataset describes a structure of composition C32H55NP2RuSi at a distorted geometry. The level of theory is ωB97M-V/def2-TZVPD.

LUMO (alpha / beta) = -0.26735 / -0.28650 Eh
HOMO level (alpha / beta) = -12.6 / -13.1 eV
Max |F| = 2.57 eV/Å
Gap between HOMO and LUMO (alpha / beta) = 5.319 / 5.311 eV

```
! RIJCOSX wB97M-V def2-TZVPD def2/J DEFGRID3
* xyz 2 5
Ru -0.41 0.37 -1.41
C -1.83 2.63 -0.37
C -1.25 2.25 -1.65
C -3.20 0.99 -1.23
C -2.99 1.87 -0.15
C -2.17 1.19 -2.21
C -1.35 3.72 0.50
H -0.41 4.15 0.13
H -1.20 3.37 1.53
H -2.09 4.53 0.54
C -3.93 2.08 0.98
H -3.86 3.11 1.38
H -3.69 1.40 1.81
H -4.97 1.90 0.69
C -4.38 0.11 -1.38
H -5.31 0.69 -1.42
H -4.48 -0.60 -0.55
H -4.30 -0.47 -2.31
C -2.31 0.95 -3.67
H -2.83 1.78 -4.17
H -2.90 0.04 -3.84
H -1.33 0.82 -4.13
C -0.44 3.16 -2.50
H -1.10 3.85 -3.06
H 0.15 2.58 -3.22
H 0.25 3.74 -1.88
C 0.58 -0.03 0.56
C 1.11 1.17 0.05
C 2.32 1.36 -0.81
C 2.40 0.49 -2.11
C 1.17 -0.23 -2.60
C 0.67 -1.53 -2.15
C 0.71 -2.22 -0.82
C 1.19 -1.40 0.41
H 3.25 1.21 -0.23
H 3.24 -0.24 -1.99
H 2.32 2.41 -1.15
H 2.30 -1.31 0.42
H -0.13 0.08 1.40
H 0.79 2.08 0.57
H 0.92 -1.99 1.30
H -0.28 -2.66 -0.58
H 0.14 -2.10 -2.93
H 1.36 -3.11 -0.90
H 2.75 1.14 -2.93
H 1.04 -0.10 -3.69
P 4.17 -1.45 -0.59
C 4.94 -2.31 0.83
C 5.64 -0.72 -1.41
P 2.72 -2.50 -3.18
C 3.83 -2.86 -1.72
C 3.92 -2.00 -4.46
C 2.50 -4.24 -3.66
H 4.31 -3.14 1.16
H 5.03 -1.59 1.65
H 5.94 -2.68 0.56
H 6.48 -1.42 -1.36
H 5.91 0.20 -0.86
H 5.46 -0.44 -2.45
H 3.49 -4.71 -3.71
H 2.01 -4.29 -4.64
H 1.88 -4.76 -2.92
H 3.36 -3.66 -1.12
H 4.79 -3.23 -2.12
H 3.47 -2.18 -5.44
H 4.84 -2.60 -4.36
H 4.18 -0.93 -4.40
C -1.85 -2.47 2.08
Si -2.69 -1.24 3.24
C -4.46 -1.00 2.67
C -2.67 -1.81 5.03
N -1.79 0.23 3.11
C -1.55 1.37 3.71
C -2.56 2.14 4.40
C -2.27 3.37 4.96
C -0.98 3.90 4.89
C 0.04 3.19 4.23
C -0.24 1.96 3.64
H -2.46 -3.38 1.97
H -0.87 -2.77 2.47
H -1.71 -2.03 1.09
H -5.05 -1.89 2.92
H -4.94 -0.14 3.18
H -4.54 -0.84 1.59
H -1.64 -1.83 5.41
H -3.24 -1.12 5.66
H -3.10 -2.81 5.15
H -3.57 1.71 4.45
H -3.07 3.93 5.46
H -0.75 4.86 5.35
H 1.05 3.59 4.18
H 0.54 1.38 3.13
*
```


(4)
This record from the OMol25 dataset describes an isolated molecule of C5H4F2 at a distorted geometry. The level of theory is ωB97M-V/def2-TZVPD.

LUMO = 0.01819 Eh
HOMO level = -9.5 eV
Max |F| = 2.57 eV/Å
Gap between HOMO and LUMO = 9.977 eV

```
! RIJCOSX wB97M-V def2-TZVPD def2/J DEFGRID3
* xyz 0 1
C 1.77 -0.31 -0.27
C 0.34 -0.19 0.15
C -0.32 0.97 0.10
C -1.66 1.12 0.51
C -2.78 1.35 0.92
H 2.24 0.68 -0.43
H 2.35 -0.95 0.46
H 0.09 1.87 -0.23
H -3.81 1.36 1.21
F 1.87 -0.90 -1.54
F -0.19 -1.39 0.49
*
```


(5)
This record from the OMol25 dataset describes a structure of composition C40H31N4P2ReSbSe4Te at a distorted geometry. The level of theory is ωB97M-V/def2-TZVPD.

LUMO (alpha / beta) = -0.36359 / -0.36390 Eh
HOMO level (alpha / beta) = -15.6 / -15.6 eV
Max |F| = 2.26 eV/Å
Gap between HOMO and LUMO (alpha / beta) = 5.674 / 5.665 eV

```
! RIJCOSX wB97M-V def2-TZVPD def2/J DEFGRID3
* xyz 3 1
Re 16.62 10.61 8.46
Te 13.34 10.20 6.57
C 11.82 11.53 7.51
C 11.14 11.09 8.61
C 10.58 12.05 9.46
N 10.69 13.36 9.28
C 11.21 13.75 8.12
C 11.77 12.87 7.21
C 14.34 10.37 8.35
P 15.01 9.05 9.25
C 14.56 8.39 10.86
C 15.44 7.71 11.74
C 15.00 7.21 12.97
C 13.64 7.35 13.31
C 12.75 8.00 12.44
C 13.20 8.49 11.23
C 15.33 7.74 8.06
C 16.10 8.09 6.94
C 16.40 7.16 5.92
C 16.00 5.87 6.08
C 15.30 5.51 7.24
C 14.93 6.40 8.22
P 14.80 11.96 8.93
C 15.05 13.16 7.61
C 14.69 14.50 7.68
C 15.41 15.41 6.90
C 16.44 14.97 6.02
C 16.84 13.63 6.00
C 16.09 12.75 6.75
C 14.27 12.61 10.50
C 13.34 11.93 11.26
C 12.92 12.45 12.48
C 13.45 13.64 12.91
C 14.48 14.29 12.19
C 14.90 13.79 10.96
H 11.03 10.04 8.87
H 10.00 11.74 10.33
H 11.23 14.79 7.87
H 12.23 13.31 6.34
H 16.45 7.46 11.41
H 15.69 6.67 13.61
H 13.20 6.96 14.22
H 11.70 8.15 12.68
H 12.49 8.85 10.53
H 16.46 9.15 6.76
H 16.98 7.46 5.04
H 16.27 5.11 5.35
H 15.06 4.47 7.36
H 14.40 6.10 9.09
H 13.93 14.86 8.36
H 15.23 16.46 6.88
H 16.92 15.68 5.37
H 17.67 13.28 5.43
H 16.23 11.66 6.52
H 12.89 10.99 10.97
H 12.21 11.94 13.11
H 13.06 14.02 13.85
H 14.98 15.13 12.65
H 15.72 14.21 10.45
N 25.49 6.31 4.92
C 24.61 7.00 5.19
C 23.61 7.91 5.64
C 23.19 7.75 6.92
C 22.21 8.61 7.42
C 21.79 9.64 6.62
C 22.23 9.82 5.32
C 23.15 8.91 4.81
N 20.68 10.43 7.05
C 20.49 11.81 7.01
C 19.21 12.02 7.37
N 18.58 10.79 7.67
C 19.52 9.86 7.42
H 23.60 6.98 7.57
H 21.83 8.48 8.42
H 21.86 10.63 4.71
H 23.58 9.00 3.79
H 21.33 12.41 6.79
H 18.71 12.97 7.48
H 19.39 8.80 7.47
Se 20.27 9.54 14.50
Sb 19.14 11.50 13.80
Se 17.81 10.94 10.38
Se 18.56 13.64 14.73
Se 16.77 10.95 12.41
*
```


(6)
This record from the OMol25 dataset describes a structure of composition C17H18N4O5S2 at a distorted geometry. The level of theory is ωB97M-V/def2-TZVPD.

LUMO = -0.02942 Eh
HOMO level = -8.1 eV
Max |F| = 1.33 eV/Å
Gap between HOMO and LUMO = 7.260 eV

```
! RIJCOSX wB97M-V def2-TZVPD def2/J DEFGRID3
* xyz 0 1
C -5.75 -1.00 0.35
H -5.95 -1.33 -0.67
O -4.99 0.19 0.37
C -3.75 0.17 -0.19
C -3.15 -0.94 -0.77
C -1.86 -0.84 -1.29
C -1.17 0.36 -1.24
C -1.79 1.49 -0.67
C -3.06 1.39 -0.15
H -3.56 2.23 0.29
O -1.03 2.63 -0.68
C -1.50 3.76 0.02
H -2.37 4.20 -0.48
H -1.75 3.51 1.05
H -0.66 4.46 0.01
N 0.13 0.54 -1.73
C 1.02 -0.41 -2.10
O 0.78 -1.60 -2.14
C 2.37 0.14 -2.55
H 3.04 -0.72 -2.65
C 3.02 1.20 -1.66
N 3.29 0.79 -0.31
S 2.40 1.37 0.95
O 1.84 2.63 0.54
O 3.22 1.34 2.12
C 1.04 0.23 1.25
C -0.09 0.68 1.87
C -1.17 -0.18 2.14
C -1.14 -1.49 1.77
C 0.01 -1.98 1.13
N 0.24 -3.22 0.68
S 1.69 -3.27 0.02
N 2.15 -1.76 0.31
C 1.14 -1.12 0.90
H -1.97 -2.16 1.96
H -2.04 0.22 2.64
H -0.14 1.73 2.13
H 3.57 -0.18 -0.18
H 2.41 2.10 -1.57
H 3.97 1.49 -2.12
H 2.23 0.57 -3.55
H 0.44 1.50 -1.65
H -1.40 -1.70 -1.73
H -3.65 -1.89 -0.82
H -5.25 -1.80 0.91
H -6.69 -0.75 0.84
*
```


These records have E_tot values of -75338.545 -14281.443 -64584.725 -10681.883 -343838.412 -55789.036 eV, in the order they appear.